{"formula": "C22H46BaBrP3", "method": "ωB97M-V/def2-TZVPD", "homo_lumo_gap_ev": 6.79, "de_lowest_kcal_mol": 17.9, "homo_ev": -6.65, "species": ["Ba", "C", "C", "C", "C", "C", "C", "C", "C", "C", "C", "H", "H", "H", "H", "H", "H", "H", "H", "H", "H", "H", "H", "H", "H", "H", "C", "P", "C", "C", "C", "P", "C", "C", "H", "H", "H", "H", "H", "H", "H", "H", "H", "H", "H", "H", "H", "H", "H", "H", "Br", "C", "C", "P", "C", "C", "C", "C", "H", "H", "H", "H", "H", "H", "H", "H", "H", "H", "H", "H", "H", "H", "H"], "coordinates": [[-0.511, 0.136, -0.292], [2.562, -0.963, 0.992], [1.949, 0.238, 1.411], [0.861, -0.100, 2.249], [0.811, -1.508, 2.351], [1.880, -2.038, 1.599], [2.290, -3.483, 1.556], [-0.124, -2.292, 3.227], [-0.092, 0.866, 2.886], [2.456, 1.612, 1.097], [3.853, -1.050, 0.227], [3.377, -3.593, 1.586], [1.947, -4.022, 0.664], [1.894, -4.027, 2.416], [0.281, -2.438, 4.234], [-0.324, -3.290, 2.828], [-1.086, -1.786, 3.340], [0.185, 1.147, 3.907], [-1.111, 0.463, 2.945], [-0.147, 1.808, 2.324], [3.179, 1.999, 1.824], [1.656, 2.355, 1.063], [2.952, 1.635, 0.121], [4.027, -2.054, -0.163], [4.714, -0.804, 0.858], [3.882, -0.365, -0.625], [-3.262, -3.647, 1.557], [-2.296, -2.484, 0.527], [-3.293, -2.463, -0.999], [-0.826, -3.544, 0.063], [-0.675, -3.959, -1.389], [0.180, -2.647, -2.366], [1.933, -3.135, -2.149], [-0.168, -3.272, -4.055], [-3.408, -4.599, 1.044], [-4.235, -3.207, 1.779], [-2.742, -3.819, 2.500], [-3.662, -3.440, -1.320], [-2.667, -2.064, -1.800], [-4.126, -1.771, -0.881], [-0.806, -4.440, 0.690], [0.054, -2.981, 0.331], [-1.628, -4.182, -1.872], [-0.066, -4.866, -1.467], [2.094, -4.175, -2.437], [2.206, -2.989, -1.104], [2.583, -2.493, -2.743], [0.086, -4.331, -4.138], [0.403, -2.713, -4.797], [-1.227, -3.139, -4.279], [-3.160, 1.291, -1.263], [-2.429, 5.527, 0.892], [-1.891, 4.100, 0.953], [-0.576, 3.639, -0.254], [0.749, 4.846, 0.185], [1.928, 4.838, -0.785], [-1.211, 4.323, -1.844], [-0.631, 3.609, -3.064], [-3.217, 5.667, 1.634], [-2.861, 5.745, -0.086], [-1.657, 6.269, 1.093], [-2.698, 3.383, 0.788], [-1.482, 3.887, 1.946], [1.088, 4.588, 1.193], [0.327, 5.852, 0.240], [2.342, 3.834, -0.900], [2.728, 5.490, -0.432], [1.629, 5.194, -1.772], [-1.022, 5.399, -1.881], [-2.293, 4.173, -1.831], [0.461, 3.611, -3.065], [-0.966, 4.081, -3.989], [-0.974, 2.572, -3.079]], "forces_ev_per_a": [[0.56, -0.14, 0.38], [0.07, 0.12, -0.07], [0.05, 0.02, -0.05], [-0.05, 0.06, 0.00], [-0.14, 0.05, 0.01], [-0.08, -0.08, -0.20], [0.00, -0.02, 0.03], [0.01, 0.02, 0.02], [-0.07, 0.12, 0.06], [0.01, 0.22, -0.06], [0.00, -0.02, 0.00], [0.00, 0.02, 0.00], [0.01, -0.03, 0.05], [0.00, 0.01, 0.00], [0.01, 0.02, 0.01], [0.00, 0.01, -0.02], [0.00, -0.01, 0.02], [0.01, -0.01, 0.00], [0.00, 0.01, 0.00], [-0.02, 0.00, 0.02], [0.04, -0.14, 0.03], [-0.04, -0.02, -0.02], [0.02, 0.04, 0.02], [0.00, -0.01, 0.00], [0.00, 0.01, 0.00], [0.00, -0.01, 0.00], [0.00, 0.08, 0.12], [0.06, -0.17, -0.02], [-0.01, -0.06, -0.28], [-0.29, -0.39, 0.02], [0.10, -0.11, -0.43], [-0.10, -0.05, -0.13], [-0.07, 0.08, 0.00], [0.02, 0.17, -0.04], [0.00, 0.00, -0.02], [0.00, 0.00, 0.00], [-0.02, -0.01, 0.00], [-0.02, -0.03, 0.11], [-0.13, 0.12, -0.09], [0.01, 0.00, 0.03], [-0.18, 0.11, 0.13], [0.34, 0.21, 0.37], [0.02, 0.00, 0.01], [-0.04, 0.00, 0.02], [0.01, -0.02, 0.02], [0.00, -0.02, -0.02], [-0.04, 0.01, -0.04], [0.00, 0.00, 0.01], [0.01, 0.00, 0.01], [0.00, -0.01, 0.00], [-0.05, -0.08, -0.01], [-0.01, -0.02, -0.02], [0.00, 0.01, 0.00], [0.00, -0.04, -0.01], [0.02, 0.00, 0.00], [-0.02, -0.02, 0.00], [-0.04, -0.03, -0.01], [0.03, -0.01, 0.02], [0.00, 0.00, 0.00], [0.00, 0.00, 0.01], [0.01, 0.01, 0.00], [-0.01, 0.00, 0.00], [0.00, 0.00, 0.00], [0.01, 0.01, 0.00], [-0.02, 0.01, 0.01], [0.01, 0.00, 0.00], [0.00, 0.00, 0.01], [-0.01, -0.01, 0.00], [0.01, 0.01, -0.01], [0.01, 0.01, 0.00], [0.00, 0.02, 0.01], [-0.01, 0.00, -0.01], [0.00, 0.01, -0.01]], "mulliken_charge": [1.23, 0.90, 0.32, -1.00, 1.61, 0.40, -1.58, -1.54, -0.89, -0.91, -2.06, 0.46, 0.19, 0.40, 0.31, 0.33, 0.33, 0.36, 0.29, -0.09, 0.32, -0.03, 0.24, 0.46, 0.36, 0.35, -1.36, 0.50, -1.19, 1.05, -1.20, 0.55, -0.74, -1.33, 0.37, 0.40, 0.38, 0.34, 0.21, 0.39, 0.42, -1.66, 0.44, 0.69, 0.41, -0.30, 0.41, 0.37, 0.39, 0.39, -0.74, -1.34, -0.53, 0.33, -0.90, -1.26, -0.48, -1.24, 0.42, 0.28, 0.31, 0.42, 0.34, 0.42, 0.54, 0.16, 0.39, 0.35, 0.48, 0.52, 0.27, 0.39, 0.21]}